The following is a DFT calculation (the ωB97M-V functional and the def2-TZVPD basis) of a cluster of 5 separate species, CH12O5 in total.

Structure (XYZ):
```
18
Properties=species:S:1:pos:R:3:mulliken_charge:R:1
C -1.78545 -1.24229 -0.87013 -0.629
O -1.48896 0.17354 -1.09032 -0.523
H -2.10506 -1.49291 0.15580 0.252
H -2.71501 -1.27506 -1.43626 0.298
H -1.07288 -2.01578 -1.15599 0.293
H -0.88741 0.01527 -1.84155 0.325
H -1.52693 1.01836 1.87189 0.285
H -1.27803 0.98054 0.47259 0.303
O -0.75652 1.13924 1.29607 -0.571
H 1.95108 0.70222 0.80658 0.315
H 1.23019 1.02952 -0.55020 0.351
O 2.03655 1.13772 -0.04410 -0.673
H 1.13182 0.58703 -3.45323 0.302
H 1.50027 0.63695 -2.01184 0.292
O 0.74857 0.42942 -2.58022 -0.616
H 1.08744 -0.15767 3.15514 0.319
H 2.11216 -0.88326 4.09484 0.314
O 1.81818 -0.78284 3.18095 -0.635
```

The molar mass comes out at 104.10 g/mol. As for the energy above the lowest of the compared OMol25 structures with the same formula, charge and spin: 1.247 eV. The LUMO energy comes out at 0.6 eV. For the strongest force on any atom, the calculation gives 2.6 eV/A. The SMILES is CO.O.O.O.O. The calculation puts the HOMO-LUMO gap at 0.4057 Eh. Its highest occupied orbital energy is -10.5 eV. The multiplicity is 1.

The following is a DFT calculation (the ωB97M-V functional and the def2-TZVPD basis) of an isolated molecule of C20H21NO6.

Structure (XYZ):
```
48
Properties=species:S:1:pos:R:3:mulliken_charge:R:1
C -3.45937 -3.59710 -0.62284 -1.533
C -3.28663 -2.14768 -0.33436 0.498
C -4.13999 -1.22522 0.18838 0.460
C -3.40514 0.00933 0.23063 0.223
C -2.13491 -0.29639 -0.29004 1.506
C -1.10701 0.65318 -0.41581 -0.215
C -1.43646 1.94108 0.02566 -0.587
C -2.69872 2.25632 0.54275 -1.452
C -3.69943 1.31799 0.65662 1.519
C -5.03509 1.68946 1.21419 -1.478
H -5.82021 1.49322 0.48677 0.314
H -5.05758 2.74385 1.47502 0.401
H -5.25092 1.10531 2.10655 0.311
H -2.86198 3.27545 0.85605 0.401
O -0.54243 2.95298 -0.02753 -0.501
C 0.72328 2.77520 -0.48707 0.711
O 1.46744 3.73182 -0.49024 -0.709
C 1.09293 1.44749 -0.96108 0.243
C 0.21557 0.40955 -0.92999 1.042
C 0.55284 -0.96513 -1.39879 -1.858
H 1.53369 -1.01138 -1.85892 0.446
H 0.54076 -1.64551 -0.54912 0.319
H -0.19603 -1.31063 -2.10876 0.543
C 2.52214 1.33873 -1.40838 -1.713
C 3.35675 0.55849 -0.40621 0.926
O 2.86663 -0.08699 0.51048 -0.794
N 4.67951 0.61330 -0.64349 -0.212
H 4.98973 1.18981 -1.40941 0.306
C 5.72964 0.11423 0.24428 0.061
C 5.64084 0.75046 1.63465 -1.266
H 5.72295 1.83230 1.55511 0.382
H 4.69368 0.50958 2.11115 0.254
H 6.45186 0.37956 2.25575 0.405
H 6.68513 0.37805 -0.21707 0.414
C 5.73649 -1.42752 0.39015 0.394
O 6.73548 -2.05373 0.16456 -0.588
O 4.62055 -1.98377 0.80834 -0.531
H 3.87150 -1.32374 0.88245 0.477
H 2.60394 0.85341 -2.38406 0.489
H 2.91882 2.35461 -1.48821 0.471
O -2.07448 -1.59812 -0.62852 -0.529
C -5.54316 -1.47836 0.62012 -1.610
H -6.23823 -0.86086 0.05420 0.315
H -5.66845 -1.24970 1.67676 0.316
H -5.79840 -2.52216 0.45937 0.381
H -3.72390 -4.14135 0.28235 0.360
H -4.24659 -3.75415 -1.35903 0.344
H -2.52704 -3.99524 -1.01337 0.346
```

The molar mass comes out at 371.39 g/mol. As for the energy above the lowest of the compared OMol25 structures with the same formula, charge and spin: 0.000 eV. The LUMO energy comes out at 0.1 eV. For the strongest force on any atom, the calculation gives 1.2 eV/A. The SMILES is Cc1oc2c(c(C)cc3oc(=O)c(CC(=O)N[C@@H](C)C(=O)O)c(C)c32)c1C. The calculation puts the HOMO-LUMO gap at 0.2999 Eh. Its highest occupied orbital energy is -8.0 eV. The multiplicity is 1.

The following is a DFT calculation (the ωB97M-V functional and the def2-TZVPD basis) of a cluster of 9 separate species, C18H29Br4N7 in total.

Structure (XYZ):
```
58
Properties=species:S:1:pos:R:3:mulliken_charge:R:1
Br 8.11561 12.49840 14.05417 -0.139
C 7.08779 11.31822 12.88471 -0.206
C 5.69967 11.85515 12.54796 -0.621
Br 4.80076 10.49268 11.33213 -0.173
H 6.96089 10.34849 13.36598 -0.020
H 7.66872 11.23001 11.96665 0.315
H 5.87988 12.78318 12.00540 0.420
H 5.09900 12.15669 13.40608 0.424
Br 10.60218 9.52174 9.16177 -0.183
C 8.74735 8.85536 9.25104 -0.181
C 8.46723 7.86916 8.05428 -0.540
Br 6.54944 7.55052 8.01357 -0.175
H 8.12461 9.74632 9.17052 0.364
H 8.53981 8.34917 10.19380 -0.104
H 8.90393 6.87819 8.17826 0.340
H 8.75294 8.17712 7.04848 0.438
C 10.95746 6.44815 12.30336 0.014
C 12.40921 6.23546 12.56904 0.124
N 13.56763 6.12026 12.84483 -0.503
H 10.33906 6.58488 13.19048 -0.048
H 10.62307 5.62345 11.67395 0.405
H 10.81623 7.26637 11.59720 -0.003
C 10.04528 10.47427 20.42919 -0.939
C 10.65904 9.58208 19.46099 0.335
N 11.09641 8.81674 18.75633 -0.282
H 9.42917 11.25787 19.98821 0.284
H 10.81691 11.03596 20.95568 0.361
H 9.47292 9.88479 21.14544 0.272
C 10.89419 5.33481 18.16338 -1.059
C 10.51168 5.92676 16.87284 0.432
N 10.12767 6.43314 15.88223 -0.427
H 11.02049 4.26106 18.02479 0.392
H 10.05859 5.39547 18.86065 0.347
H 11.84404 5.78565 18.45083 0.311
C 7.25417 6.82084 17.61820 -0.548
C 7.47875 7.82038 18.62537 0.512
N 7.63352 8.69324 19.39897 -0.457
H 6.18401 6.72661 17.43388 0.342
H 7.59321 5.83669 17.94164 0.270
H 7.66834 7.05315 16.63708 -0.119
C 6.43708 7.42588 13.23902 -0.031
C 7.02152 6.72333 12.07429 0.339
N 7.47175 6.20101 11.17249 -0.429
H 5.78057 6.66431 13.65985 0.400
H 5.84802 8.28519 12.91857 0.005
H 7.23608 7.67032 13.93899 -0.263
C 13.64879 7.36336 16.06524 -0.229
C 13.70606 5.94455 16.41384 0.240
N 13.79785 4.82553 16.65046 -0.468
H 13.69347 7.87674 17.02573 0.323
H 12.66063 7.52645 15.63508 -0.254
H 14.40228 7.72770 15.36695 0.369
C 9.70977 9.48546 15.42391 -0.440
C 9.64886 9.27191 13.96048 0.306
N 9.59816 9.13499 12.78672 -0.373
H 8.75461 9.13964 15.81910 0.121
H 9.87674 10.54723 15.60520 0.464
H 10.57384 8.94440 15.80958 -0.054
```

The molar mass comes out at 663.10 g/mol. As for the energy above the lowest of the compared OMol25 structures with the same formula, charge and spin: 0.000 eV. The LUMO energy comes out at 0.0 eV. For the strongest force on any atom, the calculation gives 5.2 eV/A. The SMILES is BrCCBr.BrCCBr.CC#N.CC#N.CC#N.CC#N.CC#N.CC#N.CC#N. The calculation puts the HOMO-LUMO gap at 0.3641 Eh. Its highest occupied orbital energy is -9.9 eV. The multiplicity is 1.